1.
9
Properties=species:S:1:pos:R:3:lowdin_charge:R:1 method="wB97M-V/def2-TZVPD" smiles="N/N=N/[SiH3]"
N 0.69 0.78 0.36 -0.189
N -0.03 -0.27 0.23 -0.243
N 1.85 0.75 0.98 0.030
Si -1.49 -0.56 -0.72 0.514
H 2.34 -0.12 1.26 0.121
H 2.39 1.50 0.74 0.047
H -2.77 0.25 -0.36 -0.095
H -0.97 -0.41 -2.15 -0.081
H -2.01 -1.91 -0.34 -0.104

---

2.
19
Properties=species:S:1:pos:R:3:lowdin_charge:R:1 method="wB97M-V/def2-TZVPD" smiles="[H]/N=C/N.O.O.O.O"
N -1.31 0.36 -1.36 0.095
C -0.64 -0.82 -1.03 -0.273
N -0.70 -1.14 0.26 0.043
H -1.13 1.06 -0.71 0.066
H -1.19 0.76 -2.23 0.053
H -0.39 -1.52 -1.78 0.100
H -0.55 -2.12 0.45 0.044
H 2.56 2.50 -0.47 0.083
H 1.89 1.47 -1.49 0.045
O 2.75 1.79 -1.14 -0.090
H -2.47 -0.30 0.91 -0.054
H -3.74 -0.49 1.66 0.065
O -3.17 0.24 1.29 -0.105
H -0.60 0.03 2.76 0.049
H 0.30 0.44 4.04 0.024
O -0.35 -0.20 3.73 -0.117
H 3.07 -1.35 -1.99 -0.004
H 3.13 -0.01 -1.27 0.026
O 2.54 -0.69 -1.66 -0.052

---

3.
68
Properties=species:S:1:pos:R:3:lowdin_charge:R:1 method="wB97M-V/def2-TZVPD" total_charge=-1
C 3.83 -15.64 -4.10 -0.033
C 3.24 -14.76 -5.23 -0.352
O 1.86 -14.59 -5.20 -0.353
H 3.26 -16.53 -4.18 0.031
H 3.56 -15.32 -3.11 0.039
H 4.88 -15.92 -4.11 0.053
H 3.61 -15.17 -6.18 0.078
H 3.60 -13.84 -5.37 0.052
O 1.66 -12.30 -6.35 -0.067
H 2.49 -11.80 -6.29 -0.022
H 1.74 -13.08 -5.82 -0.059
O -0.24 -17.04 -6.39 -0.072
H 0.19 -16.42 -6.98 -0.035
H 0.08 -16.73 -5.56 -0.056
O 0.81 -16.71 -4.00 -0.060
H 1.57 -17.26 -3.91 -0.018
H 1.14 -15.82 -4.27 0.014
O 2.00 -12.73 -3.13 -0.087
H 2.13 -13.44 -3.82 0.009
H 2.65 -12.08 -3.49 0.042
O 4.54 -17.54 -6.53 -0.036
H 5.10 -16.80 -6.44 -0.045
H 4.98 -18.11 -7.19 0.099
O 5.13 -12.53 -2.41 -0.055
H 4.89 -13.48 -2.47 0.004
H 5.55 -12.52 -3.26 0.003
O 1.17 -15.33 -7.84 -0.024
H 1.60 -16.07 -8.29 0.055
H 1.84 -15.00 -7.24 0.000
O 3.94 -15.73 -8.78 -0.082
H 4.13 -16.06 -7.89 -0.033
H 3.44 -14.89 -8.70 -0.003
O 5.85 -12.47 -7.64 -0.036
H 6.21 -12.67 -6.77 0.052
H 5.27 -13.20 -7.75 0.001
O 6.92 -15.02 -3.10 -0.084
H 7.00 -15.55 -3.90 -0.021
H 6.16 -15.44 -2.64 0.006
O 4.28 -19.81 -4.38 -0.067
H 4.72 -19.60 -5.22 0.011
H 3.91 -18.98 -4.07 -0.007
O 3.97 -11.13 -6.22 -0.058
H 4.73 -11.50 -6.72 0.014
H 4.17 -10.19 -6.20 0.073
O 6.32 -15.42 -6.99 -0.034
H 6.83 -16.11 -7.46 0.081
H 7.08 -15.10 -6.53 0.042
O 2.66 -18.21 -2.45 -0.033
H 3.12 -18.72 -1.80 0.052
H 2.64 -17.30 -2.13 0.014
O 2.02 -15.25 -1.28 -0.071
H 1.27 -15.60 -0.74 0.092
H 1.79 -14.34 -1.58 0.049
O -0.68 -14.02 -5.41 -0.055
H 0.29 -14.19 -5.30 -0.012
H -0.86 -13.24 -4.94 -0.005
O 4.87 -15.26 -0.90 -0.047
H 3.92 -15.30 -0.88 -0.018
H 5.22 -14.54 -0.36 0.062
O 7.24 -17.28 -4.76 -0.018
H 6.77 -17.89 -5.29 0.011
H 8.18 -17.33 -4.98 0.063
O 3.30 -13.10 -8.44 -0.029
H 2.69 -12.71 -7.87 -0.018
H 3.60 -12.36 -9.01 0.085
O 1.96 -18.84 -6.36 -0.043
H 2.67 -18.34 -6.01 -0.041
H 1.19 -18.63 -5.86 0.004

---

4.
34
Properties=species:S:1:pos:R:3:lowdin_charge:R:1 method="wB97M-V/def2-TZVPD" smiles=Cc1c[nH]c2ccccc12.Cc1ccccc1
C -3.44 -1.30 1.08 -0.055
C -1.16 -2.00 0.13 -0.053
C -2.30 -2.28 0.95 -0.264
C -0.11 -2.89 0.03 -0.063
C -0.38 -4.27 0.43 -0.062
C -2.54 -3.61 1.18 -0.093
C -1.64 -4.62 0.91 -0.093
H -0.96 -1.01 -0.23 0.071
H 0.81 -2.63 -0.37 0.073
H -3.20 -0.23 1.26 0.069
H -4.07 -1.76 1.86 0.072
H 0.50 -4.81 0.25 0.071
H -3.49 -3.85 1.67 0.113
H -1.95 -5.62 1.18 0.105
H -4.03 -1.29 0.12 0.101
C 3.68 3.19 -1.71 -0.063
C 1.09 1.41 0.28 -0.204
C 1.51 2.43 -0.68 -0.131
C 2.93 2.32 -0.79 -0.273
C 3.33 1.31 -0.01 -0.056
C -0.24 1.24 0.56 -0.051
C -1.23 2.07 -0.05 -0.076
C -0.81 3.07 -0.91 -0.103
C 0.53 3.23 -1.25 -0.029
N 2.24 0.75 0.67 0.069
H -0.47 0.46 1.29 0.106
H -2.25 1.90 0.26 0.089
H 2.34 -0.15 1.14 0.155
H -1.46 3.70 -1.42 0.074
H 4.33 0.86 0.08 0.130
H 0.88 4.11 -1.83 0.118
H 3.75 4.26 -1.45 0.084
H 3.15 3.21 -2.68 0.082
H 4.69 2.79 -1.95 0.085

---

5.
55
Properties=species:S:1:pos:R:3:lowdin_charge:R:1 method="wB97M-V/def2-TZVPD" total_charge=+1
C 1.04 4.21 -2.57 -0.199
C -0.49 4.13 -2.50 -0.187
C -1.10 2.83 -3.10 -0.190
C -1.98 1.97 -2.20 -0.148
C -1.36 1.54 -0.83 -0.086
C -0.17 0.67 -0.91 -0.024
C -0.28 -0.73 -1.40 -0.077
C 1.15 1.10 -0.46 -0.104
C 1.50 2.60 -0.61 -0.154
C 1.79 2.97 -2.08 -0.198
H 1.34 4.40 -3.61 0.121
H 1.36 5.07 -1.97 0.122
H -0.85 4.29 -1.48 0.105
H -0.88 4.97 -3.10 0.117
H -1.72 3.14 -3.96 0.122
H -0.31 2.20 -3.53 0.106
H -2.95 2.48 -2.03 0.133
H -2.21 1.05 -2.76 0.112
H -1.16 2.44 -0.22 0.122
H -2.16 1.00 -0.29 0.148
H 0.71 -1.09 -1.72 0.132
H -0.93 -0.74 -2.29 0.155
H 1.27 0.80 0.60 0.180
H 1.91 0.51 -1.01 0.145
H 0.70 3.21 -0.19 0.104
H 2.40 2.80 -0.02 0.127
H 1.57 2.12 -2.75 0.102
H 2.87 3.16 -2.16 0.122
C -0.85 -3.13 -1.13 -0.014
C -0.89 -1.76 -0.46 -0.292
N -0.29 -1.75 0.88 0.018
C -1.00 -1.47 2.04 -0.157
C -2.36 -1.19 2.18 -0.024
C -2.88 -1.13 3.48 -0.072
C -2.06 -1.39 4.59 -0.075
C -0.72 -1.75 4.44 -0.003
C -0.19 -1.78 3.16 -0.116
C 1.06 -2.27 2.65 -0.115
C 0.96 -2.26 1.23 -0.158
C 1.95 -2.86 0.45 -0.021
C 3.05 -3.44 1.10 -0.069
C 3.16 -3.41 2.50 -0.075
C 2.14 -2.85 3.28 -0.006
H -1.70 -3.18 -1.82 0.096
H 0.07 -3.26 -1.71 0.079
H -0.95 -3.93 -0.40 0.108
H -1.94 -1.50 -0.29 0.129
H -2.98 -1.03 1.29 0.097
H -3.94 -0.90 3.61 0.107
H -2.50 -1.32 5.59 0.107
H -0.08 -2.02 5.28 0.119
H 1.85 -2.88 -0.64 0.092
H 3.83 -3.93 0.51 0.109
H 4.04 -3.84 2.98 0.108
H 2.16 -2.87 4.37 0.119

---

6.
This record from OMol25 describes C4H7N3O as an isolated structure at a distorted geometry. The level of theory is ωB97M-V/def2-TZVPD.

The geometry in XYZ format:
```
15
Properties=species:S:1:pos:R:3:lowdin_charge:R:1
C 2.08 -0.29 0.14 -0.398
C -0.24 -0.17 -0.31 -0.479
N 3.04 0.63 0.28 0.128
N -0.41 -1.48 -0.38 0.146
C -1.87 0.82 -0.39 -0.072
C -2.85 0.59 0.46 -0.069
N 0.44 0.79 0.01 0.174
O 2.31 -1.49 0.08 0.024
H 4.02 0.37 0.29 0.109
H 2.79 1.60 0.42 0.088
H 0.45 -2.03 -0.43 0.085
H -1.31 -1.84 -0.65 0.108
H -1.88 1.52 -1.21 0.059
H -2.76 -0.10 1.29 0.051
H -3.82 1.09 0.37 0.045
```

---

Summary of orbital gap in eV
9.538 10.100 7.212 8.692 4.951 8.984
(order as listed above)
Summary of relative energy (zero: lowest compared OMol25 entry of this formula, charge and spin) in kJ/mol
9.4 166.0 156.7 120.6 12.5 401.0
(order as listed above)